Below is C36H36BrInN8O2S2 as an isolated structure, with properties calculated with ωB97M-V/def2-TZVPD.

Values from the calculation:
- total energy (eV) = -150807.328
- largest force on an atom (eV/Å) = 1.0
- total charge = +2
- E_HOMO (alpha / beta) (eV) = -12.5 / -12.5

XYZ file:
```
86
C36H36BrInN8O2S2 | OMol25 | ωB97M-V/def2-TZVPD
C -3.950 4.736 -1.862
C 0.059 -2.475 4.496
C -4.321 3.436 -2.202
C -0.755 -0.334 3.764
H -2.480 5.921 -0.804
H 1.729 -3.256 3.400
C 2.036 -2.860 -0.421
H 0.906 5.329 -3.002
C 2.072 1.908 2.968
H -1.108 3.631 -3.021
H -2.370 -2.404 -0.234
C -2.406 -6.764 -0.776
H 3.089 5.132 2.603
In -0.803 0.931 -0.168
H 1.899 -1.312 1.905
H -1.557 -1.414 5.426
H 0.733 -8.086 -0.579
C -0.820 -1.410 4.633
H 0.335 4.900 -4.620
H -1.444 0.497 3.861
H 3.785 -4.117 -0.227
C -1.381 -7.719 -0.707
C 0.711 3.080 1.303
N 0.205 0.808 1.867
H -4.742 0.599 0.014
H -1.642 -8.768 -0.719
H -4.087 1.538 1.385
C -4.314 0.542 1.011
H 2.308 1.007 3.519
O 1.950 0.783 -0.336
H -3.431 -7.100 -0.845
N -0.339 3.036 0.486
H -0.246 -2.194 -0.479
C 0.990 1.855 2.033
C -3.554 2.392 -1.726
S -0.329 0.795 -2.731
C -2.086 3.826 -0.670
H -3.566 -1.381 -1.086
C 1.078 -3.953 -0.514
H -5.189 3.240 -2.814
C 0.432 2.278 -3.123
C 1.467 4.263 1.549
H 4.557 0.048 -0.101
Br 6.130 -2.383 0.057
H 3.620 3.048 3.842
C -2.138 -5.412 -0.760
O 0.227 -1.274 -0.531
C -0.056 -7.347 -0.625
C 2.494 4.247 2.431
N -0.223 -3.759 -0.603
C 1.112 -1.351 2.646
C 1.025 -2.440 3.502
H 1.199 5.156 1.000
H 2.307 2.767 -0.155
H 3.651 1.853 -0.884
C -0.804 -5.016 -0.664
H -4.535 5.579 -2.204
C 1.567 -1.540 -0.462
C 4.279 -2.054 -0.167
H 2.312 -5.670 -0.487
H -3.800 1.364 -1.968
H 2.892 4.061 -3.350
N -2.467 2.575 -0.970
C -2.820 4.937 -1.096
C 2.477 -0.483 -0.354
C 2.876 1.844 -0.113
S -2.783 -0.430 1.003
N 1.390 -5.272 -0.513
H -4.047 -2.336 0.345
H -2.935 -4.685 -0.828
H 2.271 1.549 -3.679
C 2.794 3.046 3.143
H -5.003 0.049 1.693
C 3.402 -3.108 -0.273
C 0.211 -5.984 -0.605
C 2.061 3.711 -3.962
C 0.209 -0.300 2.757
C 0.765 4.505 -3.700
N -0.938 4.071 0.064
C -3.245 -1.768 -0.121
H 3.346 1.760 0.870
H 0.004 -3.316 5.174
C 3.829 -0.741 -0.206
N -0.118 3.486 -3.121
H 2.364 3.742 -5.007
N 1.674 2.352 -3.575
```

Below is C36H36ClCuN6O4PS as an isolated structure, with properties calculated with ωB97M-V/def2-TZVPD.

Values from the calculation:
- total energy (eV) = -132327.955
- largest force on an atom (eV/Å) = 0.1
- total charge = +1
- E_HOMO (eV) = -10.9

XYZ file:
```
86
C36H36ClCuN6O4PS | OMol25 | ωB97M-V/def2-TZVPD
H 7.719 4.129 2.795
H -2.004 1.970 0.246
C 1.115 3.888 -1.459
H 5.195 4.039 2.652
N 0.812 5.162 -2.040
C 2.773 -2.237 -2.348
H 2.222 4.295 3.820
O 1.611 6.067 -1.876
H 2.683 6.010 0.539
H 0.220 3.278 2.812
P -0.494 0.488 2.171
C 2.089 -2.169 0.272
C 0.291 2.811 -1.363
H 1.935 -0.615 3.366
H 4.025 1.275 -0.322
H -1.846 1.712 4.516
H -2.999 -0.221 -5.017
N 0.914 -0.801 -2.820
C 7.153 4.974 2.405
H 4.385 -3.513 -1.781
H 1.288 -0.875 -3.753
N -1.099 -0.357 -1.668
H 5.939 3.778 1.053
H 4.083 2.866 4.606
C -1.016 -1.788 5.566
C 3.534 -2.938 -1.442
C -0.462 -0.559 -2.816
C 3.195 1.537 0.337
H 3.735 -3.477 0.646
O 4.572 6.740 2.334
H 7.008 5.695 3.207
C 3.179 -2.921 -0.094
S 4.891 5.875 1.232
C 3.504 4.368 -0.613
C -2.472 -0.264 -4.073
C -2.267 2.140 3.615
C -1.670 -1.974 2.889
C -3.258 3.101 3.713
C -0.648 -0.787 4.685
C 3.128 1.038 4.006
H 1.765 -2.117 1.304
C 2.146 2.295 -0.392
H -2.002 -3.684 5.779
C 1.037 2.643 3.134
H -0.759 -1.703 6.614
Cl -2.158 -2.154 1.226
H -2.589 -3.839 3.380
H 3.669 5.029 -1.455
C -3.155 -0.095 -2.871
H -0.714 2.715 -1.736
H 3.005 -2.260 -3.405
H 3.936 0.407 4.355
H -0.089 0.061 5.058
C 5.811 4.488 1.871
C 3.214 2.419 4.139
C -0.960 -0.855 3.323
C -2.429 -0.158 -1.705
C 2.170 3.219 3.700
H 2.974 4.540 1.491
H 3.587 2.101 1.185
H 2.753 0.619 0.718
O -0.238 5.244 -2.640
Cu 0.016 0.032 0.060
C -3.359 3.253 1.314
H -0.570 -0.678 -4.968
H -4.220 0.079 -2.843
C -1.120 -0.511 -4.051
N 0.944 1.824 -0.688
C 1.999 0.464 3.445
H 7.733 5.444 1.614
H -4.579 4.409 2.643
O 5.579 6.374 0.071
H -3.607 3.418 4.686
C -1.711 -2.894 5.100
N 1.359 -1.447 -0.595
H 4.341 3.673 -0.563
C 1.673 -1.504 -1.884
C -3.805 3.658 2.562
C 3.355 5.161 0.677
C 0.935 1.259 3.014
N 2.306 3.558 -0.847
C -1.812 1.726 2.362
C -2.365 2.288 1.217
H -2.907 -0.043 -0.740
H -3.782 3.688 0.418
C -2.040 -2.988 3.760
```